Entry 1:
This record from OMol25 describes the ion C26H27N2 with charge +1. The level of theory is ωB97M-V/def2-TZVPD.

XYZ file:
```
55
Properties=species:S:1:pos:R:3:forces:R:3:lowdin_charge:R:1
C -7.262 -2.805 -1.310 -0.1939 0.3125 0.1722 -0.048
C -5.964 -2.061 -1.173 0.2367 0.3228 -0.5109 -0.263
C -5.945 -0.653 -1.164 0.2974 -0.3266 0.2226 -0.031
C -4.747 0.038 -0.980 0.1349 -0.4513 0.2047 -0.023
C -3.534 -0.670 -0.812 -1.1214 -0.5333 -0.7423 -0.227
C -2.311 0.059 -0.555 1.4569 -0.4555 -0.0649 -0.044
C -1.083 -0.515 -0.648 -1.2695 0.8405 0.2482 -0.048
C 0.178 0.209 -0.338 1.2522 1.7048 2.0922 -0.127
C 1.422 -0.599 -0.448 0.6736 -0.7647 -1.3600 -0.200
C 2.630 0.092 -0.529 0.8079 -0.6656 -0.5888 -0.023
C 3.811 -0.602 -0.802 -0.0604 0.2268 0.1820 -0.016
C 3.819 -1.993 -0.948 -0.8274 0.4371 -0.0581 -0.287
C 5.091 -2.688 -1.254 1.2083 -0.2437 -0.3292 -0.060
C 2.601 -2.674 -0.831 0.4297 -0.2860 0.2678 -0.028
C 1.424 -2.007 -0.511 -0.3862 0.4480 -0.2282 -0.017
N 0.423 0.632 1.202 -0.0113 1.7865 1.0862 0.041
C -0.623 0.408 2.171 -1.5672 -0.1909 1.0213 -0.108
C -0.081 1.020 3.504 -0.5853 -0.8022 0.4606 -0.103
N 0.998 1.858 2.995 0.0288 0.3808 0.3536 0.088
C 1.231 1.622 1.682 -1.4261 0.1775 0.1681 -0.153
C 2.175 2.566 0.996 -0.0574 -0.5782 0.2046 -0.189
C 3.433 2.666 1.616 -0.2459 0.6886 -0.5049 -0.031
C 4.391 3.485 1.017 0.0156 0.7836 -0.1099 -0.047
C 4.077 4.201 -0.157 0.0186 -0.5711 -0.0853 -0.041
C 2.826 4.048 -0.786 -0.2077 0.4377 0.5119 -0.047
C 1.840 3.258 -0.199 0.5690 -0.0792 1.3063 -0.035
C -3.546 -2.079 -0.978 -0.1270 0.4325 0.3439 -0.016
C -4.750 -2.758 -1.130 0.0831 0.2816 0.0500 -0.032
H -7.108 -3.890 -1.325 -0.1834 0.3121 -0.0377 0.082
H -7.910 -2.522 -0.480 -0.0021 -0.3107 0.2699 0.084
H -7.840 -2.472 -2.177 0.3150 -0.2264 -0.1974 0.088
H -6.888 -0.115 -1.266 0.2687 -0.0605 -0.0004 0.119
H -4.738 1.134 -0.970 -0.0197 -0.4392 0.0990 0.116
H -2.418 1.102 -0.244 0.0577 -0.1608 -0.1726 0.120
H -1.058 -1.553 -1.015 0.4545 0.8404 0.3556 0.095
H 0.254 1.298 -0.652 -0.2145 -1.8555 -1.0480 0.146
H 2.673 1.171 -0.379 0.0520 -0.9306 -0.7230 0.074
H 4.749 -0.049 -0.952 -0.4261 -0.2278 0.2397 0.125
H 4.964 -3.787 -1.358 0.1949 0.7537 0.1014 0.089
H 5.536 -2.274 -2.183 -0.3404 -0.4205 0.2841 0.094
H 5.867 -2.454 -0.488 -0.6069 -0.4197 -0.2857 0.095
H 2.591 -3.756 -1.008 -0.0481 0.4225 0.3044 0.121
H 0.503 -2.589 -0.325 0.6637 0.4192 -0.3673 0.115
H -1.556 0.926 1.808 0.8681 -0.2051 0.5417 0.128
H -0.947 -0.642 2.271 0.5660 0.3067 -0.1008 0.140
H -0.888 1.544 4.078 0.8438 0.0173 -0.7381 0.136
H 0.342 0.297 4.234 -0.2806 0.0206 -0.7076 0.129
H 1.552 2.437 3.666 -0.5886 -0.6272 -1.5806 0.187
H 3.629 2.187 2.583 0.0027 -0.0195 -0.6348 0.127
H 5.354 3.659 1.522 -0.5097 -0.2034 -0.4029 0.121
H 4.810 4.886 -0.607 -0.3162 -0.4281 0.3080 0.119
H 2.565 4.644 -1.665 0.2623 -0.2743 0.2899 0.120
H 0.808 3.252 -0.546 0.3739 -0.1055 -0.2151 0.120
H -2.606 -2.646 -0.949 -0.5767 0.1934 0.0959 0.107
H -4.764 -3.847 -1.206 0.0637 0.3162 0.0089 0.117
```
Forces are in eV/Å.

## Properties
Net charge: +1
Energy relative to the best compared isomer or geometry (same formula, charge and spin): 30.74 kcal/mol
Kohn-Sham gap: 7.7 eV
SMILES: Cc1ccc(/C=C/[C@H](c2ccc(C)cc2)N2CC[NH+]=C2c2ccccc2)cc1
HOMO level: -10.79 eV
LUMO: -3.0854 eV

=====

Entry 2:
This record from OMol25 describes a structure of composition C42H40BF4N4O3P2ReS3. The level of theory is ωB97M-V/def2-TZVPD.

XYZ file:
```
100
Properties=species:S:1:pos:R:3:forces:R:3:mulliken_spin:R:1
Re 0.177 0.384 1.029 0.0224 -0.6835 0.1442 2.460
C 3.284 1.940 0.872 -0.3470 0.0405 -0.3515 -0.041
C 2.618 1.192 1.963 -0.0733 -0.0803 0.2011 0.073
N 1.371 1.485 2.332 -0.3784 0.5287 -1.3709 0.021
N 1.045 1.518 3.647 0.1996 -0.1962 1.0539 0.022
C -0.152 1.217 3.994 0.1415 -0.0213 -0.4963 0.072
S -1.279 0.448 2.889 0.1905 0.0114 -0.5043 -0.023
S -0.656 1.573 5.624 -0.2297 -0.1717 0.1880 0.033
C -2.182 2.563 5.260 0.5372 0.0124 -0.0631 0.001
C -1.803 3.978 4.937 -0.0766 0.0587 0.0106 -0.002
C -1.353 4.319 3.663 -0.1091 -0.0275 0.0071 0.000
C -0.985 5.624 3.379 0.0452 0.0157 -0.0411 0.001
C -1.041 6.593 4.370 0.0459 0.0177 0.0050 0.000
C -1.475 6.259 5.645 0.0215 0.0079 0.0101 0.000
C -1.858 4.957 5.925 -0.0275 -0.1075 -0.0671 0.001
C 3.193 0.042 2.613 -0.0708 -0.2421 0.2123 -0.057
C 4.466 -0.032 3.188 -0.0385 0.0300 -0.0132 0.015
C 4.889 -1.197 3.790 0.1122 -0.0296 -0.0049 0.007
C 4.038 -2.306 3.815 0.0038 0.0871 -0.0344 -0.002
C 2.790 -2.264 3.228 -0.2384 0.0067 -0.0869 -0.004
C 2.336 -1.098 2.598 0.6830 0.3171 0.1887 0.058
O 1.188 -1.127 1.939 -0.9244 0.6017 -0.8336 0.012
H 2.866 2.941 0.780 0.0183 -0.0063 0.0098 0.007
H 3.165 1.421 -0.088 0.0857 -0.0665 0.0280 0.008
H 4.355 1.988 1.075 0.0070 -0.0427 0.0411 0.000
H -2.779 2.495 6.166 -0.0208 -0.0433 0.0045 0.001
H -2.699 2.071 4.441 -0.1367 0.0010 0.0456 0.003
H -1.305 3.568 2.882 -0.0446 0.0079 -0.0100 -0.002
H -0.659 5.880 2.379 0.0060 -0.0202 -0.0022 0.000
H -0.738 7.608 4.148 -0.0318 0.0097 0.0066 0.000
H -1.512 7.011 6.422 -0.0234 0.0107 -0.0081 0.000
H -2.207 4.688 6.916 0.0144 0.0482 0.0208 0.000
H 5.089 0.854 3.210 0.0109 -0.0154 -0.0463 0.001
H 5.864 -1.248 4.254 -0.0231 0.0071 0.0377 0.000
H 4.363 -3.214 4.305 -0.0095 -0.0152 -0.0114 0.000
H 2.131 -3.123 3.248 0.0303 -0.0133 -0.0141 0.002
O 0.577 0.658 -1.117 -0.1238 0.3082 1.5635 0.145
P -0.355 0.399 -2.286 -0.3830 -0.9964 -1.2424 0.005
C -0.284 -1.436 -2.525 -0.1590 0.3290 0.5255 0.004
P -0.999 -2.204 -1.028 0.0469 -0.8514 -0.6925 -0.017
O -0.903 -1.289 0.178 0.4204 1.1947 0.7890 0.057
C -0.034 -3.711 -0.805 -0.1021 0.2443 0.1631 0.002
C 0.758 -3.852 0.328 -0.0674 0.0401 -0.0136 0.000
C 1.590 -4.955 0.446 0.0069 -0.0594 -0.0206 -0.002
C 1.625 -5.910 -0.557 0.0197 0.0083 0.0464 0.000
C 0.814 -5.779 -1.678 -0.0077 -0.0198 -0.0717 0.000
C -0.017 -4.680 -1.805 -0.0530 0.0663 -0.0404 0.000
C -2.724 -2.665 -1.253 0.2326 0.1414 0.0981 0.003
C -3.235 -3.151 -2.452 0.0679 0.0554 -0.0287 -0.001
C -4.554 -3.571 -2.514 -0.0269 -0.0705 -0.0884 0.000
C -5.360 -3.513 -1.386 0.0260 0.0146 0.0516 0.000
C -4.847 -3.040 -0.186 -0.0287 -0.0380 -0.0222 -0.001
C -3.530 -2.617 -0.117 0.0257 0.0378 0.0317 0.002
C -2.166 0.578 -2.229 0.3259 0.3262 0.0762 -0.041
C -2.907 0.889 -1.098 0.0928 -0.0372 0.0603 0.069
C -4.290 0.903 -1.155 -0.0355 -0.0211 0.0600 0.008
C -4.944 0.622 -2.344 -0.0202 0.0152 -0.0051 0.001
C -4.211 0.319 -3.482 0.0237 -0.0236 -0.0336 0.000
C -2.828 0.287 -3.423 0.1058 -0.0604 -0.0538 -0.002
C 0.316 1.068 -3.815 -0.1820 0.0688 0.3371 0.001
C 1.579 0.617 -4.190 0.1169 -0.0647 0.0442 0.004
C 2.153 1.080 -5.363 -0.0166 -0.0144 0.0147 0.000
C 1.466 1.989 -6.156 -0.0186 0.0107 -0.0063 0.000
C 0.212 2.445 -5.776 0.0189 -0.0057 -0.0423 0.000
C -0.367 1.989 -4.602 -0.0098 0.1337 0.0874 0.000
H 0.756 -1.765 -2.577 0.0375 0.0759 -0.0192 -0.001
H -0.807 -1.740 -3.432 -0.0875 0.0160 0.0392 0.002
H 0.725 -3.091 1.093 0.0703 0.0107 0.0405 -0.004
H 2.222 -5.065 1.319 -0.0150 0.0075 0.0046 0.000
H 2.284 -6.764 -0.469 -0.0179 -0.0089 0.0082 0.000
H 0.835 -6.534 -2.453 -0.0163 0.0046 0.0007 0.000
H -0.651 -4.578 -2.679 0.0367 -0.0467 -0.0205 0.000
H -2.613 -3.200 -3.338 -0.0425 0.0071 -0.0237 0.000
H -4.953 -3.956 -3.443 0.0075 0.0360 -0.0111 0.000
H -6.390 -3.839 -1.441 0.0078 -0.0153 -0.0110 0.000
H -5.470 -3.011 0.697 0.0034 0.0326 -0.0056 0.000
H -3.121 -2.247 0.814 -0.0321 0.0122 0.0143 -0.006
H -2.426 1.144 -0.166 0.0009 0.0006 0.0141 -0.008
H -4.855 1.150 -0.266 0.0105 0.0229 -0.0156 0.001
H -6.024 0.653 -2.389 0.0006 -0.0127 0.0054 0.000
H -4.714 0.118 -4.419 0.0074 -0.0321 0.0044 0.000
H -2.256 0.045 -4.311 -0.0791 0.0032 -0.0545 0.000
H 2.119 -0.074 -3.550 0.0233 0.0091 -0.0347 -0.002
H 3.134 0.734 -5.659 0.0076 0.0034 0.0177 0.000
H 1.917 2.352 -7.070 -0.0113 -0.0052 -0.0068 0.000
H -0.314 3.161 -6.392 0.0014 0.0134 0.0212 0.000
H -1.327 2.373 -4.286 -0.0207 0.0044 0.0091 0.000
F -0.375 4.593 -0.033 0.0923 0.0052 0.1703 -0.001
B -1.145 3.523 -0.368 0.0246 0.3541 -0.6270 0.008
F -0.663 2.380 0.549 0.1671 -0.9678 0.0827 0.081
F -0.915 3.103 -1.685 0.1076 -0.1863 0.2969 0.002
F -2.477 3.667 -0.110 -0.0312 -0.0843 0.1803 0.000
N 5.265 -1.995 -2.161 0.2287 -0.0053 0.0369 -0.001
C 4.621 -1.614 -1.047 -0.2546 -0.1053 -0.0647 0.010
N 5.352 -1.471 0.065 0.2084 -0.0380 -0.1124 0.000
S 2.964 -1.335 -1.060 0.0231 0.1098 0.0523 0.010
H 6.241 -2.239 -2.164 0.0029 0.0223 -0.0103 0.000
H 4.738 -2.113 -3.006 -0.0578 -0.0227 0.0179 0.000
H 6.346 -1.629 0.065 -0.0139 0.0169 0.0812 0.000
H 4.899 -1.210 0.923 -0.0574 -0.0073 0.0762 0.002
```
Forces are in eV/Å.

## Properties
Expectation value of S²: 3.78
Net charge: +1
Kohn-Sham gap (alpha / beta): 6.6 / 5.6 eV
HOMO level (alpha / beta): -10.30 / -10.31 eV
LUMO (alpha / beta): -3.7394 / -4.6715 eV
2S+1: 4

=====

Calculated values (Eh/bohr) of strongest force on any atom for the records, taken in order: 0.0579, 0.0319.